No. 1
{
  "formula": "C43H67O33P",
  "method": "the ωB97M-V functional and the def2-TZVPD basis",
  "smiles": "C=CC[C@H](OCC)OC(=O)P(=O)(O)O.C[C@@H]1COC(=O)O1.C[C@@H]1COC(=O)O1.C[C@@H]1COC(=O)O1.C[C@@H]1COC(=O)O1.C[C@@H]1COC(=O)O1.C[C@@H]1COC(=O)O1.C[C@@H]1COC(=O)O1.C[C@@H]1COC(=O)O1.C[C@@H]1COC(=O)O1",
  "total_energy_ha": -4503.06488,
  "e_lumo_ev": -0.47,
  "total_charge": 0,
  "multiplicity": 1,
  "homo_ev": -7.45,
  "symbols": ["C", "C", "C", "C", "O", "C", "C", "O", "C", "O", "P", "O", "O", "O", "H", "H", "H", "H", "H", "H", "H", "H", "H", "H", "H", "H", "H", "C", "C", "C", "O", "C", "O", "O", "H", "H", "H", "H", "H", "H", "C", "C", "C", "O", "C", "O", "O", "H", "H", "H", "H", "H", "H", "C", "C", "C", "O", "C", "O", "O", "H", "H", "H", "H", "H", "H", "C", "C", "C", "O", "C", "O", "O", "H", "H", "H", "H", "H", "H", "C", "C", "C", "O", "C", "O", "O", "H", "H", "H", "H", "H", "H", "C", "C", "C", "O", "C", "O", "O", "H", "H", "H", "H", "H", "H", "C", "C", "C", "O", "C", "O", "O", "H", "H", "H", "H", "H", "H", "C", "C", "C", "O", "C", "O", "O", "H", "H", "H", "H", "H", "H", "C", "C", "C", "O", "C", "O", "O", "H", "H", "H", "H", "H", "H"],
  "coordinates": [[3.327, 8.769, -1.376], [2.639, 8.590, -2.584], [2.090, 7.249, -3.077], [0.850, 6.889, -2.225], [0.377, 5.587, -2.342], [1.295, 4.603, -1.894], [1.737, 4.755, -0.417], [-0.229, 7.720, -2.715], [-1.028, 8.125, -1.703], [-0.754, 8.913, -0.904], [-2.732, 7.342, -1.627], [-2.777, 6.560, -0.399], [-3.796, 8.569, -1.629], [-2.993, 6.466, -2.937], [2.795, 8.881, -0.427], [4.418, 8.859, -1.416], [2.444, 9.480, -3.197], [1.717, 7.451, -4.089], [2.858, 6.479, -3.101], [1.036, 7.209, -1.190], [2.190, 4.497, -2.522], [0.756, 3.650, -1.971], [1.846, 3.758, 0.044], [1.031, 5.331, 0.189], [2.738, 5.206, -0.422], [-3.322, 9.282, -1.165], [-3.840, 6.004, -2.821], [-0.520, -1.455, -1.797], [0.356, -0.285, -2.131], [1.682, -0.669, -2.705], [2.506, 0.445, -2.332], [1.981, 0.953, -1.189], [2.527, 1.750, -0.491], [0.750, 0.429, -0.940], [-0.894, -1.934, -2.701], [0.024, -2.198, -1.213], [-1.365, -1.137, -1.194], [-0.180, 0.415, -2.778], [1.657, -0.785, -3.787], [2.101, -1.569, -2.260], [-3.727, 2.142, 1.857], [-2.756, 2.034, 0.706], [-2.863, 3.152, -0.297], [-2.397, 2.515, -1.498], [-2.684, 1.196, -1.381], [-2.622, 0.412, -2.279], [-3.048, 0.883, -0.115], [-3.448, 2.955, 2.527], [-4.742, 2.321, 1.497], [-3.754, 1.212, 2.425], [-1.734, 1.926, 1.080], [-2.247, 4.014, -0.048], [-3.890, 3.485, -0.464], [3.735, -6.474, -4.919], [2.993, -5.227, -4.505], [3.762, -4.329, -3.573], [2.707, -3.665, -2.860], [1.644, -4.518, -2.846], [0.676, -4.379, -2.166], [1.840, -5.548, -3.705], [4.550, -6.232, -5.602], [4.149, -6.989, -4.051], [3.060, -7.175, -5.411], [2.646, -4.684, -5.389], [4.391, -3.609, -4.094], [4.371, -4.876, -2.850], [-5.914, -2.913, -0.385], [-5.118, -2.209, 0.688], [-4.472, -3.134, 1.686], [-4.380, -2.297, 2.852], [-5.398, -1.405, 2.774], [-5.746, -0.701, 3.668], [-5.972, -1.423, 1.539], [-5.255, -3.429, -1.083], [-6.598, -3.642, 0.050], [-6.524, -2.197, -0.938], [-4.388, -1.534, 0.231], [-3.486, -3.473, 1.374], [-5.081, -3.999, 1.935], [1.863, 0.087, 1.970], [2.658, 0.800, 3.034], [3.310, -0.109, 4.043], [3.399, 0.738, 5.195], [2.375, 1.630, 5.107], [2.029, 2.343, 5.992], [1.804, 1.593, 3.877], [2.522, -0.434, 1.275], [1.178, -0.641, 2.412], [1.255, 0.793, 1.413], [3.387, 1.471, 2.570], [4.298, -0.447, 3.733], [2.700, -0.977, 4.302], [-5.332, -7.932, -2.917], [-4.543, -7.220, -1.845], [-3.902, -8.133, -0.833], [-3.824, -7.289, 0.323], [-4.841, -6.401, 0.227], [-5.198, -5.688, 1.115], [-5.402, -6.429, -1.005], [-4.667, -8.452, -3.606], [-6.019, -8.658, -2.479], [-5.937, -7.222, -3.480], [-3.809, -6.549, -2.300], [-2.913, -8.474, -1.132], [-4.519, -9.000, -0.583], [7.322, 2.045, -2.977], [6.988, 0.906, -3.910], [5.566, 0.423, -3.814], [5.684, -0.946, -4.230], [6.940, -1.347, -3.904], [7.306, -2.479, -3.916], [7.715, -0.286, -3.560], [6.842, 2.968, -3.303], [6.997, 1.825, -1.959], [8.400, 2.203, -2.939], [7.254, 1.171, -4.938], [4.887, 0.968, -4.466], [5.171, 0.436, -2.796], [-7.404, -4.136, 5.292], [-7.340, -5.642, 5.200], [-7.338, -6.177, 3.792], [-7.914, -7.478, 3.964], [-8.734, -7.405, 5.047], [-9.525, -8.237, 5.350], [-8.529, -6.249, 5.733], [-6.463, -3.685, 4.975], [-8.208, -3.741, 4.668], [-7.617, -3.825, 6.315], [-6.486, -6.018, 5.772], [-6.340, -6.246, 3.366], [-7.978, -5.607, 3.114], [6.107, 2.713, 6.267], [6.753, 3.369, 5.071], [6.729, 4.874, 5.097], [6.761, 5.198, 3.701], [6.177, 4.161, 3.042], [5.851, 4.184, 1.901], [6.016, 3.093, 3.868], [6.717, 2.841, 7.162], [5.117, 3.133, 6.457], [5.966, 1.647, 6.084], [7.770, 2.986, 4.936], [7.584, 5.305, 5.614], [5.809, 5.282, 5.522]],
  "mulliken_charge": [-0.74, -0.41, -0.36, -0.06, -0.43, -0.01, -0.68, -0.44, 0.69, -0.43, 0.97, -0.59, -0.51, -0.49, 0.28, 0.26, 0.36, 0.31, 0.26, 0.45, 0.21, 0.05, -0.02, 0.37, 0.32, 0.36, 0.33, -1.54, 0.58, -0.50, -0.13, 0.05, -0.53, 0.15, 0.41, 0.36, 0.17, 0.35, 0.34, 0.30, -1.63, 0.93, -0.59, -0.31, 0.58, -0.60, -0.10, 0.40, 0.39, 0.33, 0.02, 0.33, 0.25, -1.49, 0.52, -0.43, -0.24, 0.58, -0.50, -0.36, 0.38, 0.36, 0.37, 0.26, 0.25, 0.26, -1.52, 1.24, -0.13, -0.39, 0.65, -0.57, -0.44, 0.31, 0.30, 0.45, -0.34, 0.39, 0.17, -1.34, 0.82, -0.51, -0.34, 0.57, -0.57, -0.30, 0.36, 0.44, -0.06, 0.23, 0.31, 0.33, -1.51, 0.55, -0.54, -0.31, 0.63, -0.58, -0.33, 0.40, 0.35, 0.37, 0.28, 0.31, 0.32, -1.48, 0.61, -0.36, -0.28, 0.62, -0.54, -0.38, 0.38, 0.36, 0.38, 0.24, 0.31, 0.16, -1.49, 0.67, -0.25, -0.35, 0.57, -0.54, -0.38, 0.35, 0.35, 0.39, 0.27, 0.10, 0.29, -1.40, 0.52, -0.52, -0.33, 0.63, -0.53, -0.27, 0.42, 0.33, 0.29, 0.23, 0.31, 0.31]
}

No. 2
{
  "formula": "C2H2N3S2",
  "method": "the ωB97M-V functional and the def2-TZVPD basis",
  "total_energy_ha": -1037.57693,
  "e_lumo_ev": -6.80,
  "total_charge": 1,
  "multiplicity": 1,
  "relative_energy_kcal_mol": 61.5,
  "homo_ev": -14.05,
  "symbols": ["C", "C", "N", "N", "N", "S", "S", "H", "H"],
  "coordinates": [[1.487, 0.701, -0.170], [1.557, -0.664, -0.241], [-0.499, -0.878, 0.410], [-2.523, 0.607, 0.119], [0.455, -1.378, -0.131], [0.889, 2.142, -0.173], [-2.002, -0.614, 0.823], [2.542, -1.175, -0.353], [-1.907, 1.259, -0.284]],
  "nbo_charge": [0.02, -0.24, -0.49, -0.85, 0.03, 0.46, 1.39, 0.29, 0.40]
}

No. 3
{
  "formula": "C15H7BCl3F4IN2OPd",
  "method": "the ωB97M-V functional and the def2-TZVPD basis",
  "total_energy_ha": -2990.81439,
  "e_lumo_ev": 3.69,
  "total_charge": -2,
  "multiplicity": 1,
  "relative_energy_kcal_mol": 342.0,
  "homo_ev": -1.47,
  "symbols": ["Pd", "Cl", "C", "C", "C", "I", "C", "O", "C", "N", "C", "C", "C", "C", "H", "H", "H", "H", "F", "B", "F", "F", "F", "Cl", "C", "C", "C", "C", "C", "Cl", "C", "N", "H", "H", "H"],
  "coordinates": [[-1.925, -1.337, -1.477], [2.730, -1.806, 3.485], [1.833, -1.444, 1.991], [2.647, -1.658, 0.888], [2.486, -1.513, -0.461], [4.149, -1.504, -1.740], [-0.603, -0.951, -0.317], [1.050, -1.088, -2.429], [-0.570, -0.915, 1.154], [-1.857, -0.659, 1.492], [-2.227, -0.476, 2.728], [-1.294, -0.519, 3.770], [0.007, -0.803, 3.475], [0.465, -1.050, 2.146], [3.623, -2.053, 1.152], [-3.279, -0.277, 2.903], [-1.593, -0.327, 4.794], [0.720, -0.831, 4.280], [-5.536, -3.128, -3.352], [-4.250, -3.397, -2.876], [-3.552, -2.112, -2.755], [-4.297, -3.985, -1.617], [-3.539, -4.185, -3.775], [-0.243, 5.978, -1.911], [0.333, 4.317, -1.585], [1.558, 4.215, -0.993], [2.398, 3.168, -0.577], [2.207, 1.784, -0.622], [1.070, 1.102, -1.002], [1.161, -0.510, -1.066], [-0.614, 3.369, -2.029], [-1.465, 2.697, -2.420], [1.991, 5.196, -0.813], [3.347, 3.496, -0.169], [3.068, 1.206, -0.272]],
  "mulliken_charge": [-0.52, -0.37, 0.97, -0.56, -0.85, 0.07, 0.94, -0.66, 0.04, -0.34, -0.47, -0.44, -0.95, 0.60, 0.27, 0.36, 0.38, 0.37, -0.38, 0.56, -0.38, -0.40, -0.38, -0.31, 0.33, -0.32, -1.06, 0.64, -0.38, 0.72, 0.23, -0.47, 0.26, 0.24, 0.27]
}

No. 4
{
  "formula": "C3H7Br",
  "method": "the ωB97M-V functional and the def2-TZVPD basis",
  "total_energy_ha": -2692.35562,
  "e_lumo_ev": [0.39, 0.12],
  "total_charge": 0,
  "multiplicity": 1,
  "relative_energy_kcal_mol": 84.1,
  "homo_ev": [-8.89, -7.67],
  "symbols": ["C", "C", "C", "Br", "H", "H", "H", "H", "H", "H", "H"],
  "coordinates": [[1.043, -0.823, -0.814], [-0.747, 1.853, 0.800], [-0.297, -1.211, -0.308], [-0.468, -1.912, 1.398], [1.528, -1.746, -1.423], [1.011, -0.043, -1.582], [1.622, -0.767, 0.137], [-0.738, 2.674, 0.138], [-1.640, 1.224, 0.845], [-0.032, 1.922, 1.636], [-1.280, -1.172, -0.826]],
  "nbo_charge": [-0.70, -0.50, -0.25, 0.06, 0.21, 0.24, 0.24, 0.16, 0.17, 0.17, 0.20]
}

| no. | strongest force on any atom (eV Å⁻¹) |
| --- | --- |
| 1 | 4.4 |
| 2 | 4.4 |
| 3 | 1.2 |
| 4 | 3.2 |